Here is C30H48INP2Y as an isolated structure from the OMol25 dataset. Energies are from ωB97M-V/def2-TZVPD.

Last column: Mulliken charge in e.
Cartesian coordinates (Å):
I1 -0.4301 5.8770 -1.5260  -0.857
Y1 -0.0803 -0.8765 -0.7077  -0.474
P1 2.3983 0.3743 -0.1186  0.889
P2 -2.6164 0.5024 -0.1490  0.623
N1 -0.1744 0.1861 1.4437  1.223
C1 -0.2129 -2.9923 -3.7793  -1.472
C2 3.0739 1.5796 -1.3753  0.623
C3 2.8872 2.1847 1.9818  -0.367
C4 -2.2807 -1.3989 4.0512  -0.675
C5 4.9005 -0.2003 1.2355  -1.623
C6 2.0956 -3.0911 -2.8748  -1.408
C7 -4.0490 -0.2386 -1.1215  0.733
C8 -1.9223 2.9519 0.8782  -1.203
C9 -3.6720 -0.7094 2.2303  -0.455
C10 0.1258 -2.9694 -1.2682  -0.655
C11 -3.5442 -1.2842 3.4819  -1.083
C12 3.8269 -0.7661 0.3101  0.627
C13 3.2380 -2.0341 0.9410  -1.260
C14 0.4904 1.6956 3.2440  -0.346
C15 -1.1725 -0.9134 3.3909  -0.230
C16 -1.2778 -0.2946 2.1304  -0.137
C17 -5.4213 -0.5138 -0.5007  -1.885
C18 0.6759 2.2412 -2.0696  -0.114
C19 -3.5614 -1.5219 -1.8050  -1.580
C20 4.4770 2.1499 -1.1818  -1.731
C21 2.0523 2.7024 -1.6105  -0.944
C22 2.0056 1.2634 1.4144  0.123
C23 -3.0884 2.2837 0.1416  0.449
C24 1.3885 2.5853 3.7868  -1.020
C25 0.5893 -5.0519 -2.6473  -2.001
C26 -2.5644 -0.2324 1.5292  0.417
C27 -4.3968 2.5279 0.8857  -1.420
C28 0.7565 0.9941 2.0427  -0.787
C29 2.6044 2.8431 3.1614  -1.063
C30 0.6353 -3.5173 -2.6052  1.575
H1 -1.8024 2.5255 1.8784  0.302
H2 -4.1828 0.5296 -1.8930  0.370
H3 -3.1510 2.7177 -0.8619  0.581
H4 3.3089 3.5494 3.5798  0.433
H5 2.4493 -3.4589 -3.8480  0.514
H6 3.8199 2.3978 1.4799  0.159
H7 -0.1888 -1.0062 3.8345  0.529
H8 5.2245 1.3613 -1.0909  0.354
H9 1.2369 -5.4680 -1.8722  0.435
H10 2.7795 -1.7908 1.9052  0.257
H11 -2.1630 -1.8731 5.0183  0.384
H12 -1.2510 -3.3047 -3.6565  0.271
H13 4.2743 -1.0261 -0.6558  0.573
H14 -5.7853 0.2966 0.1259  0.336
H15 4.5407 2.8047 -0.3135  0.256
H16 3.1070 0.9509 -2.2767  0.497
H17 1.9409 3.2921 -0.6970  0.174
H18 -3.2682 -2.2681 -1.0641  0.291
H19 -2.7010 -1.3377 -2.4491  0.294
H20 0.7403 1.6170 -2.9702  0.247
H21 -0.4658 1.5522 3.7283  0.403
H22 2.4552 3.3802 -2.3665  0.371
H23 4.7279 2.7529 -2.0570  0.514
H24 -0.9827 2.8407 0.3378  -0.078
H25 0.1534 1.6911 -1.2801  -0.452
H26 -4.4202 -1.6414 4.0081  0.425
H27 -0.1880 -1.8951 -3.8146  0.222
H28 -6.1445 -0.6597 -1.3072  0.457
H29 -2.1056 4.0220 0.9727  0.529
H30 -0.4288 -5.4021 -2.4656  0.420
H31 2.4722 -2.4861 0.3051  0.115
H32 2.1824 -1.9992 -2.8646  0.104
H33 -4.4435 1.9405 1.8050  0.261
H34 -5.2705 2.3080 0.2736  0.310
H35 -4.6580 -0.6159 1.8035  0.469
H36 0.0613 3.1183 -2.2938  0.210
H37 4.4627 0.0736 2.1953  0.309
H38 -5.4030 -1.4331 0.0850  0.419
H39 1.1339 3.1088 4.7008  0.377
H40 -4.3567 -1.9501 -2.4213  0.523
H41 5.3988 0.6759 0.8224  0.316
H42 0.9219 -5.4391 -3.6191  0.405
H43 4.0264 -2.7704 1.1198  0.497
H44 -4.4498 3.5822 1.1642  0.467
H45 2.7497 -3.4882 -2.0963  0.284
H46 5.6607 -0.9644 1.4179  0.481
H47 0.0713 -3.7802 -0.5231  0.437
H48 0.1538 -3.3667 -4.7432  0.455

## Properties
Strongest force on any atom ... 1.0 eV/A
Gap between HOMO and LUMO ... 5.5 eV
Spin multiplicity ... 1
M ... 700.48 g/mol
Charge ... -1
Calculated total energy ... -2245.45331 hartree